11
Properties=species:S:1:pos:R:3:forces:R:3 method="wB97M-V/def2-TZVPD" multiplicity=2 homo_energy_ev="-16.7 / -16.7" homo_lumo_gap_ev="11.694 / 6.722" relative_energy_kcal_mol=22.5 total_charge=+1 s2=0.78
O 0.34107 -0.73389 -2.51851 -0.6 0.1 -0.5
C 0.59870 -0.37045 -1.42715 1.5 -0.2 0.0
N -0.49229 -0.23120 -0.50731 -0.3 0.3 0.7
C -1.45409 0.79866 -0.59255 0.0 -0.6 0.7
O -2.36680 0.71110 0.19019 0.1 0.6 -0.5
H 1.60207 -0.18181 -1.02738 -0.1 0.0 0.1
H -0.48061 -0.74166 0.39565 0.1 -0.2 -0.1
H -1.14170 1.60121 -1.26310 -0.6 0.2 -0.3
H 0.89875 -0.80445 2.80003 0.0 0.1 -0.6
H 1.48803 0.37891 2.04528 0.5 0.7 0.2
O 1.00686 -0.42642 1.90485 -0.7 -0.9 0.2